Formula: C66H154Cl2N9O10
Source: OMol25
Level of theory: ωB97M-V with the def2-TZVPD basis set

Summary:
**E_LUMO**: -13.53 eV
**Kohn-Sham gap**: 4.509 eV
**DFT total energy**: -129793.1749 eV

```
! RIJCOSX wB97M-V def2-TZVPD def2/J DEFGRID3
* xyz 7 1
C -30.673 -0.801 0.630
C -31.872 -0.346 1.505
C -33.174 -0.983 1.126
C -34.204 -1.083 2.160
C -33.617 -1.875 3.356
C -32.413 -1.312 4.047
N -31.480 -0.739 2.990
O -30.282 -0.398 3.243
C -31.535 -2.361 4.667
C -32.794 -0.098 5.002
C -32.036 1.184 1.363
H -29.772 -0.160 0.702
H -30.891 -0.757 -0.406
H -30.486 -1.843 0.893
H -32.878 -2.023 0.957
H -33.426 -0.599 0.163
H -34.991 -1.673 1.785
H -34.688 -0.176 2.477
H -33.382 -2.913 2.993
H -34.398 -1.935 4.122
H -31.139 -3.009 3.834
H -32.024 -3.091 5.334
H -30.691 -1.912 5.173
H -33.186 0.744 4.447
H -31.903 0.255 5.502
H -33.637 -0.366 5.629
H -31.638 1.765 2.193
H -33.110 1.380 1.328
H -31.502 1.429 0.455
C -25.348 -1.145 2.832
C -26.146 -2.446 2.481
C -25.229 -3.555 2.019
C -24.418 -4.207 3.109
C -25.247 -4.731 4.249
C -26.173 -3.740 4.928
N -26.871 -2.838 3.919
O -27.730 -2.206 4.094
C -25.328 -2.799 5.872
C -27.282 -4.438 5.575
C -27.294 -2.317 1.538
H -24.804 -1.023 1.943
H -24.634 -1.249 3.643
H -26.070 -0.404 2.980
H -24.520 -3.166 1.251
H -25.807 -4.335 1.462
H -23.608 -3.489 3.455
H -23.918 -5.051 2.687
H -24.448 -5.038 4.941
H -25.787 -5.635 3.925
H -25.007 -3.494 6.609
H -26.024 -2.000 6.320
H -24.442 -2.501 5.369
H -27.697 -5.234 5.002
H -28.001 -3.723 5.906
H -26.909 -4.899 6.486
H -26.860 -2.265 0.524
H -27.820 -1.348 1.652
H -27.940 -3.159 1.566
C -25.117 -9.293 1.295
O -26.536 -8.966 1.526
C -27.449 -9.627 0.662
C -28.420 -10.395 1.514
N -29.126 -9.423 2.392
H -28.350 -8.862 2.808
H -29.589 -8.864 1.627
C -30.088 -9.803 3.381
C -30.454 -8.728 4.430
O -29.281 -8.092 4.866
C -29.374 -7.420 6.139
H -24.944 -10.314 1.563
H -24.620 -8.590 1.891
H -24.964 -9.217 0.199
H -26.972 -10.372 -0.040
H -27.956 -8.890 0.032
H -27.805 -11.090 2.078
H -29.128 -10.871 0.830
H -29.734 -10.631 3.991
H -30.887 -10.346 2.869
H -30.877 -9.230 5.311
H -31.179 -7.991 4.051
H -28.299 -7.304 6.415
H -29.945 -8.035 6.841
H -29.916 -6.478 5.979
C -23.154 -9.820 -10.125
O -21.895 -10.207 -9.535
C -20.717 -9.581 -10.175
C -19.615 -10.655 -10.002
N -19.504 -11.031 -8.575
H -20.416 -11.369 -8.236
H -18.799 -11.746 -8.503
C -19.015 -9.939 -7.700
C -19.129 -10.222 -6.185
O -20.431 -10.673 -6.000
C -20.605 -11.481 -4.795
H -23.252 -9.960 -11.228
H -23.373 -8.752 -10.006
H -23.985 -10.385 -9.680
H -20.466 -8.610 -9.745
H -20.872 -9.570 -11.260
H -18.634 -10.349 -10.256
H -19.909 -11.566 -10.499
H -19.519 -9.027 -8.004
H -18.018 -9.763 -8.125
H -18.790 -9.396 -5.578
H -18.428 -11.020 -5.992
H -19.716 -12.141 -4.666
H -21.469 -12.097 -4.972
H -20.563 -10.809 -3.960
C -28.152 -7.877 -5.645
O -28.765 -7.922 -4.382
C -28.271 -6.950 -3.418
C -29.169 -5.735 -3.276
N -30.542 -6.105 -2.752
H -31.107 -6.719 -3.344
H -30.281 -6.675 -1.871
C -31.310 -4.927 -2.353
C -31.858 -4.200 -3.610
O -32.481 -5.249 -4.331
C -32.736 -4.889 -5.677
H -28.326 -7.001 -6.272
H -28.629 -8.731 -6.125
H -27.066 -8.026 -5.576
H -27.265 -6.552 -3.667
H -28.186 -7.535 -2.506
H -29.188 -5.254 -4.308
H -28.783 -5.054 -2.536
H -30.735 -4.277 -1.770
H -32.068 -5.341 -1.682
H -31.010 -3.673 -4.104
H -32.572 -3.447 -3.284
H -33.427 -5.619 -6.106
H -31.811 -4.909 -6.179
H -33.157 -3.876 -5.757
C -34.837 -0.572 -8.418
O -35.117 0.024 -9.656
C -36.414 -0.208 -10.243
C -36.496 0.568 -11.568
N -36.093 2.034 -11.272
H -36.838 2.379 -10.691
H -35.230 1.998 -10.733
C -35.814 2.987 -12.410
C -35.342 4.298 -11.878
O -34.194 4.043 -11.055
C -33.953 5.120 -10.057
H -35.241 -1.591 -8.334
H -35.292 0.055 -7.601
H -33.749 -0.566 -8.331
H -37.222 -0.036 -9.542
H -36.539 -1.311 -10.469
H -37.557 0.696 -11.821
H -35.882 0.265 -12.429
H -36.750 3.037 -13.001
H -35.075 2.450 -13.028
H -36.175 4.803 -11.376
H -35.101 4.947 -12.715
H -34.704 5.128 -9.312
H -33.867 6.116 -10.501
H -32.936 4.988 -9.707
C -35.303 -7.377 3.731
C -35.837 -7.003 2.337
C -35.399 -7.967 1.318
N -35.804 -7.718 -0.139
C -37.259 -7.480 -0.161
C -35.512 -8.972 -0.932
C -35.227 -8.511 -2.321
C -35.096 -7.026 -2.386
C -34.950 -6.687 -0.910
H -35.624 -8.389 4.053
H -35.571 -6.663 4.484
H -34.206 -7.359 3.754
H -35.376 -6.010 2.108
H -36.885 -6.774 2.503
H -35.788 -8.954 1.558
H -34.312 -8.006 1.184
H -37.742 -8.282 0.410
H -37.700 -7.402 -1.146
H -37.519 -6.512 0.307
H -36.346 -9.656 -0.861
H -34.693 -9.515 -0.435
H -36.004 -8.896 -2.993
H -34.283 -8.953 -2.649
H -35.954 -6.469 -2.763
H -34.207 -6.753 -2.992
H -35.356 -5.705 -0.666
H -33.920 -6.734 -0.557
C -23.939 -1.953 -5.278
C -24.385 -0.560 -4.911
C -25.817 -0.282 -5.456
N -26.251 1.208 -5.353
C -26.180 1.621 -3.870
C -25.304 2.196 -6.148
C -26.185 2.555 -7.339
C -27.604 2.590 -6.834
C -27.663 1.319 -5.939
H -23.884 -2.071 -6.364
H -24.689 -2.680 -4.927
H -22.925 -2.186 -4.914
H -23.563 0.061 -5.278
H -24.397 -0.496 -3.806
H -26.551 -0.847 -4.870
H -25.796 -0.525 -6.500
H -25.212 2.030 -3.625
H -26.393 0.694 -3.362
H -26.989 2.408 -3.801
H -25.046 3.030 -5.455
H -24.417 1.657 -6.473
H -25.877 3.481 -7.820
H -26.103 1.743 -8.053
H -27.812 3.445 -6.224
H -28.377 2.471 -7.575
H -28.418 1.328 -5.145
H -27.923 0.419 -6.467
C -26.885 -17.731 -4.215
C -27.439 -16.815 -5.235
C -28.940 -16.740 -5.182
N -29.561 -15.533 -5.938
C -29.036 -15.676 -7.360
C -29.264 -14.248 -5.283
C -30.434 -13.353 -5.661
C -31.556 -14.263 -6.139
C -31.029 -15.660 -5.880
H -26.918 -17.343 -3.216
H -25.840 -17.897 -4.380
H -27.340 -18.774 -4.305
H -27.125 -17.158 -6.234
H -27.063 -15.778 -5.019
H -29.156 -16.507 -4.129
H -29.497 -17.618 -5.457
H -29.782 -15.199 -8.041
H -28.926 -16.749 -7.555
H -28.082 -15.150 -7.437
H -28.310 -13.907 -5.572
H -29.274 -14.486 -4.220
H -30.191 -12.721 -6.519
H -30.710 -12.663 -4.876
H -31.659 -14.078 -7.190
H -32.581 -14.142 -5.640
H -31.285 -16.510 -6.518
H -31.219 -15.921 -4.818
Cl -28.629 -2.235 -2.695
Cl -30.378 -7.968 -0.317
*
```